250
Properties=species:S:1:pos:R:3:mulliken_charge:R:1 method="wB97M-V/def2-TZVPD" homo_energy_ev=-9.843 largest_force_ev_per_a=6.6
C 3.494 3.880 2.880 0.19
C -2.288 1.410 -11.048 -1.22
H 1.728 1.514 1.569 -0.48
H -3.391 -0.229 4.875 0.53
H 4.951 4.697 1.636 0.12
C -0.239 -4.696 4.113 -0.56
C 4.301 -0.071 5.394 0.14
H -3.069 0.844 -2.785 0.11
H -1.497 -3.591 -6.378 0.36
H -2.971 6.805 -2.741 0.37
H -2.049 0.678 -4.668 -0.01
H -3.184 -3.236 0.692 0.18
H 3.476 4.162 3.933 0.24
O -2.666 -3.919 -2.294 -0.39
O -7.287 -3.012 -0.646 -0.19
H 4.774 -1.671 6.728 0.51
O 7.435 -4.024 3.456 -0.28
C 3.410 2.269 9.290 -0.89
O -1.598 0.493 -1.446 0.08
H -0.111 8.455 1.727 0.36
H 3.756 -3.417 -0.077 -0.09
O -4.912 -1.057 3.764 -0.20
C 7.044 1.799 0.570 -0.12
O 0.898 -2.859 6.984 0.01
O -0.844 5.839 -1.132 -0.10
C 0.543 7.619 1.481 -0.80
H -1.683 -4.847 -0.795 0.40
C -1.954 5.168 -1.640 0.60
O -7.027 -1.279 4.143 -0.20
H -1.242 1.105 -11.019 0.29
H 3.726 5.982 2.051 0.21
H -1.594 2.887 2.459 0.14
O 5.939 -2.266 3.615 -0.19
H 0.626 6.838 2.238 0.26
C 7.827 1.745 1.858 0.33
H 7.553 2.349 -0.222 0.32
H 8.748 -3.948 6.168 0.25
O 6.805 0.446 0.188 -0.13
O 1.418 -0.861 -7.432 -0.56
C 0.366 1.795 -6.520 0.31
H 8.658 2.896 5.909 0.25
C 0.600 3.566 -5.131 0.74
C 4.292 5.117 2.395 -1.12
C 1.209 1.417 6.530 0.73
H 2.642 0.129 1.994 0.38
C 0.934 -4.906 3.191 -0.71
O -5.971 0.381 5.305 -0.60
H 2.170 -3.721 8.377 0.38
H 3.461 0.276 -1.880 -0.54
O -4.617 2.924 0.020 0.33
H 0.778 -5.672 2.432 0.48
C -6.448 -1.824 -5.643 -0.70
H 0.250 -0.355 1.908 -0.41
C 3.928 -4.961 1.392 0.28
H -2.906 -1.405 3.698 0.25
H -3.257 -0.547 -5.161 0.51
O 5.298 0.537 6.095 -0.17
C -6.815 -3.299 0.702 0.59
O 3.565 6.921 -2.231 -0.38
O 2.258 3.706 2.203 0.23
H -0.200 -4.186 -7.526 0.25
O 8.048 0.362 1.942 -0.38
O 0.289 3.662 1.823 -0.07
H 2.130 2.617 -7.369 0.24
H -2.256 -0.734 -2.802 0.21
H -1.545 -2.971 -0.964 -0.32
H 3.372 3.794 -1.582 0.11
C 3.808 -1.249 6.451 -1.07
H 4.720 -0.370 4.434 0.33
H 0.038 1.663 -7.551 0.34
H -8.540 -0.216 5.124 0.32
C 8.501 -4.440 4.248 -0.49
H -5.843 -2.243 -6.447 0.31
H 2.890 6.283 -0.367 -0.33
O 0.403 7.025 0.200 -0.22
C -1.218 -0.191 -0.293 0.33
O 0.065 0.146 -0.072 -0.11
O 4.338 -6.110 0.570 -0.32
O 3.956 -7.961 -0.492 -0.34
H -4.051 0.870 -9.983 0.31
H 1.333 2.890 9.004 0.34
H 2.873 -9.270 -1.639 0.26
H 0.665 0.418 3.882 -0.17
C -0.840 6.466 0.018 0.75
C 3.729 6.270 -3.356 0.67
H -7.107 -0.041 -1.644 0.38
H -2.685 1.196 -12.040 0.39
H -3.765 -4.832 0.137 0.50
H 4.821 5.480 3.277 0.43
H -8.312 -1.091 -5.061 0.31
H 3.407 0.529 5.222 -0.11
C -6.336 0.500 -2.194 -0.58
C 2.662 -4.601 -2.901 -0.61
O 0.983 4.723 3.747 -0.70
C 3.286 -9.221 -0.632 -0.70
C 3.532 5.957 -1.185 0.52
H -4.021 5.375 -2.432 0.38
H 3.262 -5.446 -2.565 0.28
O -0.247 2.992 -5.903 -0.37
H 7.784 3.419 7.415 0.28
O 7.746 -1.565 0.692 -0.56
C 1.817 2.181 -6.420 -0.13
O -1.765 6.677 0.812 -0.64
H 9.350 -4.586 3.581 0.29
C 3.958 -0.104 -2.772 1.14
H 5.489 1.454 -2.542 0.32
H -4.085 3.525 1.949 -0.01
C -3.247 6.029 -2.028 -1.27
H -5.768 -0.278 -2.704 -0.05
C 7.694 3.035 6.398 -0.68
H -5.730 3.352 1.857 0.52
C 4.483 -3.704 0.682 -0.57
O -4.018 -0.601 -7.735 -0.59
O -8.626 0.552 -8.580 -0.29
H 3.252 1.441 9.982 0.26
H 0.973 -1.528 0.960 0.39
H 7.050 3.677 5.797 0.28
O 5.672 2.032 4.497 -0.43
C 7.581 -0.383 0.846 0.57
C 2.969 4.764 -1.873 0.31
C -1.103 3.700 1.923 -0.52
C -4.899 3.703 1.245 -0.18
H 2.879 -4.902 1.683 -0.11
O 0.783 2.398 5.994 -0.59
C 3.005 -2.307 -2.686 0.76
H -10.201 0.295 -9.826 0.29
H 2.514 -9.432 0.108 0.33
O 4.114 -1.522 -2.670 -0.29
H -10.297 1.704 -8.868 0.31
H -6.027 -1.082 -4.964 -0.12
O 3.561 5.042 -3.185 -0.39
C -3.302 0.527 2.906 0.31
H -3.877 1.446 3.016 0.40
H -9.135 1.737 -10.213 0.22
H 2.258 -4.678 -3.911 0.06
C 0.827 -1.710 -6.885 0.64
H 4.082 -9.947 -0.467 0.27
H -3.432 0.121 1.903 -0.10
H -0.663 -0.065 4.743 0.58
H 2.432 3.241 7.683 0.31
H 2.452 1.419 -5.967 0.12
H -6.455 -2.681 -4.970 0.51
H -4.088 5.687 0.883 -0.03
H 1.812 -5.386 3.623 0.41
C 5.307 0.456 -2.942 -1.36
O 2.222 -7.027 0.597 -0.61
H 6.056 2.233 0.721 0.02
H 1.879 4.782 -1.871 -0.05
H 4.177 3.031 2.856 0.06
H 4.467 -2.819 1.318 0.11
H -1.303 3.838 0.860 -0.16
C -3.430 -3.844 -0.178 -0.32
H -1.434 4.611 2.420 0.50
C -5.080 5.242 0.962 -0.88
C -7.489 -4.605 0.976 -0.42
C 7.024 -2.825 3.983 0.34
H -0.665 -5.620 4.504 0.44
O -4.350 -2.898 -3.383 -0.43
H -5.741 -3.463 0.782 -0.44
C -8.176 -3.891 -1.043 0.61
H -1.608 4.621 -2.516 0.21
H 1.866 -1.936 8.459 0.07
H -7.099 -2.534 1.426 0.18
H -7.956 -1.631 5.999 0.32
O -8.301 -4.867 -0.145 -0.39
H 3.791 3.089 9.899 0.39
H 5.518 0.639 -3.996 0.37
O -1.960 -1.007 0.253 -0.43
C 0.315 -3.445 -5.500 -0.14
C -5.798 2.386 -0.583 0.12
H -5.675 5.635 0.137 0.34
C 0.656 -4.054 6.364 0.51
H 8.784 2.258 1.765 0.21
O 3.475 -3.531 -2.702 -0.38
H -8.139 -4.403 1.827 0.28
C 0.420 -0.182 4.758 -0.62
H 2.517 0.557 0.298 -0.40
O -0.315 -2.232 -7.308 -0.31
H 4.536 5.785 -0.796 0.19
C 1.432 -2.923 8.300 -0.63
H -3.439 -0.523 -1.529 0.04
C -9.588 1.111 -9.444 -0.68
H 1.475 8.181 1.432 0.27
H 7.263 2.078 2.729 -0.21
C -2.870 0.454 -5.350 -0.64
H 3.347 0.114 -3.648 -0.06
O 1.064 0.146 6.031 -0.14
H 4.442 -5.004 2.352 0.34
O -2.532 0.704 -8.780 -0.22
C -3.035 0.493 -10.097 -0.28
H -3.059 -0.547 -10.422 0.34
H 0.259 0.908 -5.895 -0.34
H -8.491 -2.349 -6.489 0.31
H -8.967 -1.885 4.597 0.23
H 0.840 -4.398 -5.435 0.29
H 8.270 -5.332 4.830 0.29
O -0.056 -3.788 5.150 -0.17
O -10.079 0.039 -6.883 -0.58
C 2.173 2.494 8.433 -0.31
C -3.629 -0.609 3.881 -0.72
O 7.715 -2.492 5.038 -0.21
H 1.251 -4.047 2.600 -0.01
C 8.795 -3.360 5.251 -0.33
H -0.278 -3.248 -4.607 0.22
O -6.892 2.843 -0.437 -0.56
O 1.812 3.177 -5.417 -0.31
C -8.188 -1.241 5.008 -0.72
H -3.682 1.157 -5.162 0.43
C 0.804 -0.451 0.975 0.33
C -7.940 -1.565 -5.969 -0.42
C -2.735 0.011 -2.167 -0.17
O 0.313 4.479 -4.372 -0.65
C -3.052 0.130 -7.791 0.62
H -6.810 -5.395 1.298 0.33
C 1.164 4.168 2.651 0.24
H 3.232 -2.107 6.106 0.26
H 3.371 -0.857 7.369 -0.04
O 4.125 6.858 -4.341 -0.66
O -4.358 -3.209 -1.066 0.21
H -1.075 -4.325 3.521 0.17
H -2.014 4.384 -0.884 -0.35
O -2.403 0.610 -6.707 -0.22
C 3.407 -6.988 0.228 0.84
C 5.971 1.543 5.613 0.51
C -3.882 -3.320 -2.301 0.12
O 1.831 1.318 7.692 -0.21
H -3.797 6.472 -1.198 0.26
O -8.843 -3.849 -2.030 -0.57
H 6.041 -0.242 -2.539 0.27
O 0.972 -5.205 6.692 -0.61
O -5.414 1.364 -1.436 -0.06
H 1.893 -4.622 -2.129 0.31
H 4.191 2.012 8.574 0.06
O 1.285 -2.464 -5.833 -0.25
H 9.744 -2.858 5.066 0.31
H -5.599 5.715 1.796 0.41
O 6.966 1.914 6.523 -0.31
O 1.847 -1.996 -2.639 -0.36
C -0.483 -3.466 -6.758 -0.49
H 0.592 -1.213 4.448 0.26
H -2.344 2.421 -10.645 0.30
H -6.882 1.159 -2.869 0.36
C -8.934 0.141 -7.328 0.64
C 1.958 0.503 1.233 0.28
C -2.151 -3.877 -0.967 0.13
H 5.443 -3.993 0.254 0.37
C -5.954 -0.568 4.481 0.56
O -7.863 -0.567 -6.959 -0.15
H 0.595 -3.042 8.988 0.30
H -2.254 0.753 3.106 -0.36